No. 1
DFT (wB97M-V/def2-TZVPD) results for a structure of composition C36H30BrINP2Ru in a non-equilibrium geometry.

ORCA input file:
```
! wB97M-V def2-TZVPD RIJCOSX def2/J DEFGRID3
* xyz 3 1
H -1.13 0.26 -4.94
C -0.84 -2.24 -2.02
H -2.17 2.07 1.06
H 1.86 -2.94 3.64
P 0.19 1.86 -0.49
H -1.20 -4.34 -0.02
H 2.88 0.14 5.26
C 0.18 4.48 0.57
C -1.59 5.26 2.00
C 1.26 -0.95 6.17
H 2.24 -2.76 -2.31
C 3.51 -0.23 -2.73
C 2.71 -0.80 -1.60
H 0.36 -4.89 3.94
C -0.52 -4.73 1.99
C -0.54 -4.04 0.78
P 0.36 -1.82 -0.77
C 0.33 -2.96 0.61
Br -1.22 -0.05 2.30
C -0.40 5.49 1.33
C -0.45 3.23 0.50
N 2.38 0.15 -0.73
H -1.98 4.37 -4.08
C 0.34 -4.33 3.01
C -2.23 4.03 1.90
H -1.28 -3.56 -5.10
C -2.85 -2.90 -3.81
H -1.07 4.11 -1.82
C -1.58 3.42 -3.78
H 3.92 1.87 -3.18
H -1.83 -1.36 4.83
C -1.60 2.34 -4.65
H -4.21 -2.16 -2.32
H -2.02 2.46 -5.65
C 1.18 -3.23 2.85
C -1.06 3.27 -2.50
H -0.20 -0.02 -2.69
C 2.69 1.34 -1.34
C -2.18 -2.01 -1.68
H -2.43 -1.56 -0.73
H -3.64 -3.16 -4.50
C -0.58 0.94 -2.99
C -1.10 1.10 -4.26
H -3.17 3.87 2.41
H -2.04 6.06 2.59
C 1.16 -2.54 1.65
C -1.66 3.01 1.16
C -3.18 -2.34 -2.58
I 1.87 1.49 2.63
C -0.81 -1.02 4.93
C -0.51 -2.80 -3.26
H -0.53 -1.89 6.86
C 3.48 1.10 -2.57
C -0.21 -0.30 3.92
H -1.16 -5.58 2.12
H 0.51 -3.00 -3.54
C 1.12 0.14 4.04
H 1.93 -1.76 1.51
C 2.12 -2.11 -1.45
H 3.98 -0.81 -3.50
H 0.09 6.45 1.39
H 2.29 2.83 0.10
C 2.05 2.52 -0.92
C -0.06 -1.33 6.06
H 1.84 -1.21 7.05
H 2.12 3.34 -1.63
Ru 0.81 -0.05 0.61
C -1.52 -3.12 -4.15
C 1.86 -0.20 5.16
C -0.55 2.02 -2.10
H 1.09 4.69 0.04
H 2.58 -2.59 -0.57
*
```

Results
* energy above the lowest of the compared OMol25 structures with the same formula, charge and spin: 0.509 eV
* orbital gap (spin up / spin down): 4.9 / 4.9 eV
* E_HOMO (spin up / spin down): -16.81 / -16.81 eV
* energy: -138585.524 eV

=====

No. 2
DFT (wB97M-V/def2-TZVPD) results for a structure of composition C36H30Cl3N5O3PdS3Si in a non-equilibrium geometry.

ORCA input file:
```
! wB97M-V def2-TZVPD RIJCOSX def2/J DEFGRID3
* xyz -2 1
H 0.13 0.60 2.27
H 2.32 0.02 -2.46
C 0.80 -1.73 4.63
C 2.57 -2.85 -0.16
C -2.07 0.47 -1.51
H -1.84 0.01 -4.85
H 3.08 3.48 -4.87
H 0.82 -3.65 1.85
C 3.92 0.37 0.61
Cl -1.94 0.98 5.67
N -1.13 -1.73 -0.33
O -4.24 3.04 -0.04
S 1.32 1.38 0.07
C 0.55 -0.49 4.06
H -1.78 3.65 -2.57
H -7.22 -2.88 -0.92
O -2.66 4.42 0.46
H -0.38 -3.46 -1.69
C 0.54 -1.51 1.90
H 5.87 -0.35 1.14
H 2.34 4.93 -3.01
C 2.77 3.04 -3.93
N -2.15 0.06 1.39
H 3.00 -2.17 0.57
N 0.38 2.26 0.71
H -1.64 2.49 -4.76
H 1.02 -5.22 -2.79
Pd -1.70 2.29 1.92
H -5.24 -4.35 -0.79
H -2.07 2.36 -0.49
C -2.03 -0.20 -2.73
C 2.37 3.85 -2.88
C 0.76 -2.76 2.46
C 4.97 0.80 2.72
H 3.83 1.98 4.12
C 2.78 1.71 2.28
Si -1.47 2.60 4.16
C -6.10 -1.07 -0.65
C 5.00 0.22 1.46
C 3.87 1.54 3.13
S 0.29 -1.38 0.14
N -3.75 4.18 -0.09
O -4.30 5.06 -0.77
C -1.83 2.57 -2.63
C 2.82 1.10 1.04
H -2.11 -1.28 -2.77
C -1.99 1.85 -1.45
C -4.85 -0.50 -0.46
H 3.40 -5.43 -2.19
C -3.86 -2.72 -0.51
H 3.07 1.02 -4.61
C 2.36 1.09 -2.58
H -2.98 -3.34 -0.44
C -5.13 -3.27 -0.70
N 1.01 -0.19 -0.48
C 1.96 3.29 -1.68
H -4.73 0.57 -0.34
H 0.43 0.39 4.68
C 3.35 -3.82 -0.77
Cl 0.75 2.75 4.87
C 1.24 -2.76 -0.51
H -6.97 -0.43 -0.70
C -3.74 -1.35 -0.40
H 4.40 -3.91 -0.51
Cl -2.20 4.25 5.47
C -1.87 0.53 -3.90
C 1.46 -4.56 -2.05
H 1.90 2.26 2.58
H 1.07 -3.84 4.28
H 1.58 3.90 -0.86
H 5.81 0.68 3.39
C 2.79 -4.67 -1.72
S -2.24 -0.49 0.04
C 0.40 -0.37 2.69
C 0.90 -2.87 3.84
H 3.92 -0.08 -0.38
C -1.76 1.92 -3.84
C 1.97 1.91 -1.54
C 2.77 1.66 -3.78
C 0.66 -3.58 -1.45
H 0.89 -1.81 5.71
C -6.24 -2.45 -0.78
*
```

Results
* energy above the lowest of the compared OMol25 structures with the same formula, charge and spin: 3.149 eV
* orbital gap: 3.7 eV
* E_HOMO: -0.27 eV
* energy: -132835.690 eV

=====

No. 3
DFT (wB97M-V/def2-TZVPD) results for a structure of composition C36H30CsN10O5S3 in a non-equilibrium geometry.

ORCA input file:
```
! wB97M-V def2-TZVPD RIJCOSX def2/J DEFGRID3
* xyz -1 1
H -19.82 14.87 -19.49
C -22.33 4.78 -9.37
S -14.42 10.79 -14.27
O -14.63 9.93 -13.13
C -19.92 12.63 -16.96
H -18.51 9.43 -10.55
H -19.47 16.01 -17.07
H -16.53 9.13 -18.08
N -18.75 11.64 -10.39
H -19.05 9.98 -9.04
C -19.84 14.90 -15.37
H -23.40 4.75 -9.11
C -19.89 13.92 -17.53
Cs -18.61 10.59 -13.73
H -16.81 11.08 -8.51
C -18.42 10.31 -9.85
C -13.05 9.03 -16.25
N -17.83 7.44 -12.26
H -22.58 6.67 -10.29
H -16.47 6.57 -15.13
H -23.32 11.08 -9.81
C -17.63 12.21 -10.85
C -16.29 10.87 -15.89
H -19.76 15.81 -14.78
C -21.40 3.77 -9.10
H -20.05 8.22 -17.14
N -19.84 10.21 -17.08
N -21.40 8.73 -10.49
S -21.74 11.16 -11.90
C -19.90 11.48 -19.12
H -20.39 5.88 -13.60
H -21.77 2.83 -8.74
H -19.69 11.88 -10.69
H -15.90 7.58 -13.13
H -23.07 9.58 -8.91
N -20.00 12.95 -21.16
H -14.70 10.98 -10.95
C -19.89 11.40 -17.72
C -19.81 10.25 -19.87
H -14.84 12.26 -9.70
N -16.58 11.44 -10.50
H -16.34 9.61 -9.43
C -19.62 5.06 -10.19
C -17.27 6.59 -14.41
H -20.05 8.09 -19.63
O -20.61 12.19 -21.87
C -21.97 9.88 -10.66
C -19.93 13.54 -14.85
S -17.46 13.62 -11.80
C -14.56 8.19 -18.01
C -20.54 6.04 -10.47
H -18.59 5.18 -10.40
C -16.92 7.23 -13.23
O -13.41 11.83 -14.19
C -19.43 6.29 -13.60
C -14.13 9.81 -15.80
H -19.72 10.28 -20.99
H -18.87 5.67 -15.54
C -15.59 9.02 -17.59
H -15.13 12.55 -11.41
C -19.74 15.03 -16.71
N -22.98 10.15 -9.75
C -19.06 6.89 -12.41
O -19.39 13.90 -21.62
C -19.92 12.79 -19.68
C -18.55 6.16 -14.62
C -21.86 5.90 -10.03
C -19.99 9.12 -17.74
H -12.47 7.62 -17.78
H -12.10 9.04 -15.78
H -20.03 13.39 -13.79
C -15.23 11.83 -10.58
C -16.95 10.54 -9.49
O -17.39 11.09 -16.45
C -20.09 3.89 -9.55
C -19.95 9.07 -19.18
C -13.26 8.27 -17.40
N -20.43 8.41 -11.34
N -19.88 12.48 -15.61
C -15.36 9.83 -16.45
H -19.43 3.08 -9.28
N -15.85 11.41 -14.73
C -20.05 7.17 -11.31
C -19.90 13.91 -18.95
H -14.77 7.61 -18.94
*
```

Results
* energy above the lowest of the compared OMol25 structures with the same formula, charge and spin: 1.513 eV
* orbital gap: 6.2 eV
* E_HOMO: -4.94 eV
* energy: -96011.164 eV

=====

No. 4
DFT (wB97M-V/def2-TZVPD) results for a structure of composition C36H30F4GeMgN7OP.

ORCA input file:
```
! wB97M-V def2-TZVPD RIJCOSX def2/J DEFGRID3
* xyz 2 1
C -3.65 -0.26 -1.21
H 2.24 2.78 3.52
C 1.45 -4.01 -1.90
H 0.27 -6.18 1.04
C 4.39 2.70 1.62
F -3.89 5.14 1.60
C 0.43 -5.82 2.06
C 3.50 -5.07 -2.57
H 0.77 -0.05 5.91
C 0.51 -0.02 -3.39
Mg 0.79 -0.36 1.37
C -7.50 5.86 -0.55
H 1.94 2.17 -5.55
H 3.42 -1.47 -0.01
C 2.00 -2.75 -2.16
C 2.46 2.27 0.16
F -2.49 2.93 1.33
C -5.23 2.24 -0.98
C 1.68 1.39 -0.58
H -1.52 -2.84 0.70
H -0.36 -1.53 -1.16
C 0.20 -3.41 1.61
H 0.84 1.78 -1.14
C -5.56 4.45 0.04
C 3.30 -2.67 -2.65
P 1.54 0.46 3.67
H -0.49 -5.93 2.63
H -0.39 2.25 -6.38
C 1.54 2.22 4.13
H 2.52 0.73 -3.65
C -0.14 1.62 -5.54
C -3.62 3.08 0.63
C 3.19 -0.12 4.15
C -2.07 0.59 0.29
H 0.54 2.64 3.99
N -8.47 6.13 -1.09
C 1.50 0.76 -4.00
H -1.57 -0.58 -3.41
C 4.05 -3.82 -2.85
C -4.33 4.22 0.78
C 3.93 0.46 0.76
H 1.76 -6.14 -1.92
C 1.99 0.02 -0.66
O 0.71 -2.25 1.62
C 2.20 -5.16 -2.10
H 1.82 2.32 5.17
N -1.04 -3.61 1.14
N 5.01 3.38 2.30
H -2.14 0.88 -5.31
H 5.06 -3.75 -3.23
C -5.95 3.37 -0.85
C -4.01 2.02 -0.24
H 0.42 -4.09 -1.56
Ge 0.95 -1.15 -1.89
H 3.74 -1.71 -2.89
C -6.29 5.60 0.17
H 2.21 3.33 0.20
N 0.89 -4.44 2.08
C 3.59 1.80 0.83
H -1.44 -4.53 1.06
C -5.92 6.67 1.05
H 0.45 -1.39 4.79
N -1.08 0.37 0.85
C -1.12 0.85 -4.94
N -5.67 7.53 1.77
C -3.29 0.86 -0.38
C 1.17 1.57 -5.08
C 0.44 -0.31 4.90
H 1.83 -4.24 2.35
N -3.82 -1.22 -1.82
C -0.80 0.03 -3.86
H 4.08 -5.96 -2.74
H 4.83 0.11 1.26
H -0.58 0.04 4.76
F -5.65 1.30 -1.81
C 3.13 -0.42 0.04
H 3.32 -0.02 5.22
H 3.96 0.48 3.65
H 3.33 -1.17 3.87
H 1.19 -6.44 2.52
F -7.05 3.51 -1.56
*
```

Results
* energy above the lowest of the compared OMol25 structures with the same formula, charge and spin: 0.304 eV
* orbital gap (spin up / spin down): 5.8 / 5.8 eV
* E_HOMO (spin up / spin down): -13.86 / -13.86 eV
* energy: -132402.508 eV

=====

No. 5
DFT (wB97M-V/def2-TZVPD) results for a structure of composition C36H31BrMnN6O4S3 in a non-equilibrium geometry.

ORCA input file:
```
! wB97M-V def2-TZVPD RIJCOSX def2/J DEFGRID3
* xyz 0 6
C 3.81 3.53 -0.05
C -2.55 5.60 -2.45
S 1.65 2.45 -0.87
C -2.36 4.04 -0.63
C 1.57 0.79 1.38
H 1.58 -2.10 2.31
C 0.10 -5.55 1.83
H 4.03 2.36 1.82
O 1.52 -2.53 -1.70
C 3.35 -0.69 4.41
H -3.11 5.97 -3.30
C -0.88 0.89 2.20
C -2.07 0.32 -1.45
C -0.85 1.56 -3.56
C -0.23 0.53 -2.84
N -4.29 4.00 -2.26
C -4.02 -0.18 -0.10
H 2.21 -3.91 3.88
H -1.64 -3.91 -1.98
C -4.02 1.78 -1.55
N 0.34 -3.27 1.17
Br 0.84 6.66 -0.33
N -0.08 -3.38 -3.09
C -2.73 1.42 -2.04
C -4.64 0.92 -0.67
C 2.31 1.89 0.62
S 0.44 2.99 2.79
C 0.36 1.42 2.07
H -1.66 3.73 3.80
C -0.19 -4.48 1.01
H -0.36 1.99 -4.42
H 3.40 -0.88 5.47
C -1.20 2.91 3.27
H -2.58 2.79 -3.71
H -4.53 -0.80 0.62
H -0.36 -6.51 1.64
C -2.08 2.00 -3.16
C 0.98 -5.38 2.89
H 1.02 -6.27 4.84
H 1.41 -4.91 -4.72
C -1.78 1.74 2.89
H -1.01 7.10 -2.58
C -1.21 4.69 -0.20
C 2.35 0.10 3.78
S 3.88 -0.70 1.91
N -1.06 -3.09 -2.14
O 2.15 -3.27 -3.68
N -4.78 2.90 -1.93
H 2.41 -6.67 3.84
O 1.17 -0.19 0.52
H -0.33 -3.58 -4.04
C -0.73 5.78 -0.92
H -1.64 -2.30 -2.42
H 1.53 0.58 4.31
C 1.33 -6.51 3.82
C -1.39 6.24 -2.04
C 2.91 3.59 -1.07
H -2.73 3.21 -0.05
H 4.68 4.17 0.01
C 1.52 -4.11 3.07
H -1.15 -0.08 1.80
Mn 0.02 -1.55 -0.31
H -5.65 1.18 -0.38
C -3.03 4.49 -1.77
H 2.93 4.23 -1.94
C 1.83 -3.92 -4.90
C 1.18 -3.09 2.20
H -0.89 -4.58 0.19
H -0.70 4.35 0.68
C -2.70 -0.51 -0.43
C 2.50 0.19 2.43
H -2.82 1.50 3.08
C 3.46 2.55 0.92
H 5.11 -1.80 3.71
O -2.07 -1.51 0.07
H 1.16 -3.32 -5.52
C 4.25 -1.19 3.51
H 0.78 0.21 -3.07
H 2.77 -4.03 -5.43
H 0.85 -7.44 3.52
N -0.83 -0.07 -1.83
C 1.20 -3.03 -2.77
*
```

Results
* energy above the lowest of the compared OMol25 structures with the same formula, charge and spin: 0.672 eV
* orbital gap (spin up / spin down): 6.7 / 6.7 eV
* E_HOMO (spin up / spin down): -6.81 / -6.85 eV
* energy: -188834.697 eV

=====

No. 6
DFT (wB97M-V/def2-TZVPD) results for a structure of composition C36H31Cl3N5O4P2ReSe3 in a non-equilibrium geometry.

ORCA input file:
```
! wB97M-V def2-TZVPD RIJCOSX def2/J DEFGRID3
* xyz 1 2
C 1.75 2.17 0.05
C -6.11 -0.30 -1.22
H -1.26 0.29 -7.58
C 2.54 1.02 -0.10
N -1.03 1.89 -2.83
C 4.01 0.00 5.57
C -7.33 -0.82 -1.63
H 4.57 0.29 -0.17
H 5.58 2.44 0.39
H 0.46 -2.98 -0.32
H 0.49 0.44 -7.31
H -5.88 -0.18 -0.17
H 6.01 -0.18 4.83
C 4.56 -0.44 3.28
C -2.64 -3.25 -3.37
O -0.68 1.87 -6.34
O -1.44 -2.30 -1.48
H 5.25 -3.79 0.56
H -0.98 3.19 -4.46
C -5.17 0.06 -2.18
H -8.57 -1.37 -3.29
H -1.18 4.60 5.81
H 1.09 2.33 2.97
H 1.91 0.10 6.04
H 3.67 -5.68 0.46
C -6.68 -0.59 -3.93
Re -1.60 -0.44 -2.09
C -0.88 3.64 5.40
H 1.27 -5.27 0.00
O -1.06 -4.43 -2.06
Se -0.32 -2.11 4.59
H -1.74 2.47 -2.39
H 0.39 4.52 3.90
H -0.12 2.05 -2.41
C 3.31 -4.67 0.31
C 2.25 -0.28 3.94
C 3.76 -2.31 0.16
C 0.39 2.37 3.80
Se 0.94 -0.48 -2.52
C 1.51 -3.15 -0.13
C -0.99 1.23 5.42
C -0.74 1.28 -5.16
C -0.12 -0.26 1.93
H 4.48 -1.51 0.20
H 4.32 0.18 6.59
P 1.62 -0.50 -0.43
N -1.45 0.02 2.02
Cl -4.22 -3.60 -2.68
C 4.96 -0.20 4.58
C -7.61 -0.97 -2.98
C 4.20 -3.61 0.36
C 3.72 3.49 0.45
H -2.05 2.50 6.79
C -1.37 2.46 5.95
C -0.11 1.19 4.36
C -5.45 -0.07 -3.54
C 2.66 -0.04 5.26
N -1.02 -0.08 -0.08
C 4.51 2.36 0.29
C -1.60 -3.39 -2.24
N -0.99 2.21 -4.19
H 4.17 4.45 0.67
H -4.73 0.24 -4.28
C 0.16 -0.34 0.57
Se -3.55 0.84 -1.51
H 1.71 4.27 0.42
C 0.00 3.60 4.32
H 2.89 -0.68 1.96
C 1.97 -4.44 0.06
C 3.93 1.14 0.00
C 3.20 -0.48 2.97
C 2.34 3.39 0.31
H 5.30 -0.60 2.51
H -1.37 0.31 5.84
Cl -2.30 -4.27 -4.73
H -0.36 1.64 -8.32
H -8.07 -1.10 -0.89
O -0.59 0.09 -4.95
C 2.40 -2.08 -0.08
P 0.46 -0.39 3.70
N -1.97 0.12 0.85
Cl -2.66 -1.51 -3.92
H -6.90 -0.69 -4.99
C -0.43 0.99 -7.46
H 0.67 2.09 -0.03
*
```

Results
* orbital gap (spin up / spin down): 5.0 / 5.0 eV
* E_HOMO (spin up / spin down): -9.62 / -9.62 eV
* energy: -307783.099 eV

=====

Please write out number 2 again, unchanged.
DFT (wB97M-V/def2-TZVPD) results for a structure of composition C36H30Cl3N5O3PdS3Si in a non-equilibrium geometry.

ORCA input file:
```
! wB97M-V def2-TZVPD RIJCOSX def2/J DEFGRID3
* xyz -2 1
H 0.13 0.60 2.27
H 2.32 0.02 -2.46
C 0.80 -1.73 4.63
C 2.57 -2.85 -0.16
C -2.07 0.47 -1.51
H -1.84 0.01 -4.85
H 3.08 3.48 -4.87
H 0.82 -3.65 1.85
C 3.92 0.37 0.61
Cl -1.94 0.98 5.67
N -1.13 -1.73 -0.33
O -4.24 3.04 -0.04
S 1.32 1.38 0.07
C 0.55 -0.49 4.06
H -1.78 3.65 -2.57
H -7.22 -2.88 -0.92
O -2.66 4.42 0.46
H -0.38 -3.46 -1.69
C 0.54 -1.51 1.90
H 5.87 -0.35 1.14
H 2.34 4.93 -3.01
C 2.77 3.04 -3.93
N -2.15 0.06 1.39
H 3.00 -2.17 0.57
N 0.38 2.26 0.71
H -1.64 2.49 -4.76
H 1.02 -5.22 -2.79
Pd -1.70 2.29 1.92
H -5.24 -4.35 -0.79
H -2.07 2.36 -0.49
C -2.03 -0.20 -2.73
C 2.37 3.85 -2.88
C 0.76 -2.76 2.46
C 4.97 0.80 2.72
H 3.83 1.98 4.12
C 2.78 1.71 2.28
Si -1.47 2.60 4.16
C -6.10 -1.07 -0.65
C 5.00 0.22 1.46
C 3.87 1.54 3.13
S 0.29 -1.38 0.14
N -3.75 4.18 -0.09
O -4.30 5.06 -0.77
C -1.83 2.57 -2.63
C 2.82 1.10 1.04
H -2.11 -1.28 -2.77
C -1.99 1.85 -1.45
C -4.85 -0.50 -0.46
H 3.40 -5.43 -2.19
C -3.86 -2.72 -0.51
H 3.07 1.02 -4.61
C 2.36 1.09 -2.58
H -2.98 -3.34 -0.44
C -5.13 -3.27 -0.70
N 1.01 -0.19 -0.48
C 1.96 3.29 -1.68
H -4.73 0.57 -0.34
H 0.43 0.39 4.68
C 3.35 -3.82 -0.77
Cl 0.75 2.75 4.87
C 1.24 -2.76 -0.51
H -6.97 -0.43 -0.70
C -3.74 -1.35 -0.40
H 4.40 -3.91 -0.51
Cl -2.20 4.25 5.47
C -1.87 0.53 -3.90
C 1.46 -4.56 -2.05
H 1.90 2.26 2.58
H 1.07 -3.84 4.28
H 1.58 3.90 -0.86
H 5.81 0.68 3.39
C 2.79 -4.67 -1.72
S -2.24 -0.49 0.04
C 0.40 -0.37 2.69
C 0.90 -2.87 3.84
H 3.92 -0.08 -0.38
C -1.76 1.92 -3.84
C 1.97 1.91 -1.54
C 2.77 1.66 -3.78
C 0.66 -3.58 -1.45
H 0.89 -1.81 5.71
C -6.24 -2.45 -0.78
*
```

Results
* energy above the lowest of the compared OMol25 structures with the same formula, charge and spin: 3.149 eV
* orbital gap: 3.7 eV
* E_HOMO: -0.27 eV
* energy: -132835.690 eV